1.
ORCA calculation (the ωB97M-V functional and the def2-TZVPD basis) on a structure of composition C19H23N3O6Si2Ta at a distorted geometry.

Structure (XYZ):
```
54
Properties=species:S:1:pos:R:3:nbo_charge:R:1
H -2.1664 -1.3608 4.8165 0.233
N -2.4815 -1.9265 2.7356 -0.361
O -1.0685 -1.9826 -0.5746 -0.753
H -0.3395 2.3537 2.6064 0.216
O -1.3169 0.2451 -3.1089 -0.711
C 1.8645 -0.0075 3.4706 -0.227
H 3.0054 -2.6177 -0.6137 0.285
C -0.7290 1.9050 -4.9455 0.398
C -0.4774 0.8580 -3.9889 0.163
C -1.8163 -1.1077 1.7009 -0.318
H 1.2731 -2.7666 -0.1902 0.241
H 1.7161 2.8547 -1.5766 0.253
Ta -0.1397 -0.6894 -1.7595 1.683
O 2.9323 1.3020 -4.9808 -0.464
H -3.4814 -0.5415 3.9353 0.235
H 0.1248 3.2599 -2.1726 0.251
O 1.1203 -0.5099 -3.1885 -0.703
C 0.6753 3.0050 -1.2864 -1.152
H 4.2054 -0.4490 -2.0376 0.284
C 0.8346 0.4860 -3.9404 0.179
C -2.9446 -1.4797 4.0598 -0.414
H 3.3909 -0.7761 2.1790 0.212
H -2.8856 -5.0706 2.3122 0.435
C 0.7804 1.1966 1.1826 -0.463
H 3.2700 1.0956 -2.1184 0.275
H -0.8162 -0.7390 2.0001 0.276
H -2.1751 3.0804 0.4176 0.254
C 2.0060 -2.2697 -0.7879 -1.099
C -1.9563 2.1752 -0.0912 -1.113
C -1.6131 -2.1745 0.5968 0.677
O 0.8931 3.2778 -6.1776 -0.402
H 0.6502 3.9730 -0.7081 0.269
H -2.3885 2.2502 -1.0862 0.259
C -2.6064 -3.1456 2.2117 0.653
C 1.8751 0.3026 1.0980 -0.563
C 0.3511 1.4960 2.4723 -0.211
C 2.4535 -0.1547 2.2302 -0.117
H -2.3794 -0.2270 1.3046 0.258
Si 2.1218 -0.3087 -0.5771 1.325
N -3.1392 -4.2317 2.7161 -0.720
H 0.2948 1.1896 4.5478 0.233
O -1.7476 2.3201 -5.3830 -0.448
N -2.0471 -3.3079 0.9931 -0.517
H -3.7093 -4.2098 3.5364 0.416
C 1.7222 1.3165 -4.8561 0.425
C 0.7920 0.8368 3.6010 -0.220
H -3.5637 -2.2566 4.5377 0.219
C 0.6701 2.3566 -5.4875 0.423
H 4.2360 0.8109 -0.7676 0.266
C 3.5513 0.3164 -1.3970 -1.220
H 2.2783 -0.5385 4.3842 0.234
H 1.6903 -2.5662 -1.8625 0.251
H -2.6347 1.5136 0.4152 0.217
Si -0.1558 1.6385 -0.3971 1.198
```

As for the electronic energy: -1989.3003 Ha. The lowest unoccupied orbital energy comes out at -0.1346 Eh. As for the HOMO energy: -11.00 eV. As for the gap between HOMO and LUMO: 7.335 eV. As for the molar mass: 626.53 g/mol. As for the net charge: +1. Its relative energy (zero: lowest compared OMol25 entry of this formula, charge and spin) is 0.773 eV.



2.
ORCA calculation (the ωB97M-V functional and the def2-TZVPD basis) on a cluster of 2 separate species, C5H12N2 in total at a distorted geometry.

Structure (XYZ):
```
19
Properties=species:S:1:pos:R:3:nbo_charge:R:1
H 0.1396 -1.9933 -3.5962 0.131
C 0.6947 0.7294 -0.4057 -0.655
H -0.0110 0.4996 -1.2000 0.225
H 0.9239 -3.2010 -1.2995 0.388
H -0.8089 0.0188 1.0725 0.187
H 0.8039 2.4637 1.7188 0.180
C -0.0847 0.8062 0.8676 -0.167
C -0.8423 1.7567 3.0652 -0.635
H -0.2862 1.4998 3.9693 0.209
H 1.3317 -0.1522 -0.3387 0.230
H -1.6642 1.0488 2.9557 0.209
N -1.1898 -1.6007 -2.0408 -0.646
H 1.2671 1.6329 -0.6019 0.203
H -1.2655 2.7537 3.1807 0.211
C 0.0358 1.7037 1.8504 -0.205
C -0.0706 -1.9286 -2.5225 0.272
H 1.8873 -2.2428 -2.1939 0.367
N 1.0131 -2.2676 -1.6919 -0.846
H -1.8740 -1.5270 -2.7892 0.341
```

Its SMILES is [H]/N=C/N.C/C=C/C. As for the electronic energy: -307.1747 Ha. The lowest unoccupied orbital energy comes out at 0.0317 Eh. As for the HOMO energy: -8.57 eV. As for the gap between HOMO and LUMO: 9.431 eV. As for the molar mass: 100.16 g/mol. Its relative energy (zero: lowest compared OMol25 entry of this formula, charge and spin) is 1.488 eV.



3.
ORCA calculation (the ωB97M-V functional and the def2-TZVPD basis) on a cluster of 12 separate species, C44H88O20 in total at a distorted geometry.

Structure (XYZ):
```
152
Properties=species:S:1:pos:R:3:lowdin_charge:R:1
O 11.7898 11.8955 8.5782 0.039
C 10.1237 14.7623 7.3476 -0.048
C 5.9614 16.0404 14.1228 -0.068
C 16.6910 10.4910 15.2659 -0.007
O 9.2379 18.0203 15.4043 0.068
C 12.6513 12.6226 8.0717 -0.538
C 14.7081 21.3289 13.3027 0.039
H 15.4024 20.6982 12.7830 0.065
H 15.0084 17.7937 17.6425 0.087
H 13.4029 14.7867 14.3319 0.064
C 6.7547 17.0672 14.9190 -0.198
C 14.2326 17.1079 9.6063 -0.614
C 14.1851 13.9679 11.6955 -0.011
C 10.9852 10.9727 12.4807 0.003
C 13.8970 13.8157 14.1790 -0.002
H 17.3523 12.4576 18.2572 0.053
O 14.9300 13.2023 17.9261 0.075
H 19.4846 12.7360 14.7511 0.090
C 15.8715 13.9557 18.0779 -0.549
C 13.9987 12.1051 7.7359 0.021
O 18.0593 15.6892 13.2767 0.072
H 14.0280 11.0324 7.5556 0.090
H 10.5055 19.5925 12.1242 0.078
C 11.2255 14.5191 8.4273 -0.175
H 11.8118 12.7350 17.1001 0.137
C 19.3707 13.5932 14.1764 -0.151
H 20.6959 15.1511 13.4377 0.065
H 17.6760 13.9397 19.2726 0.095
H 10.5792 11.3598 13.4175 0.067
O 13.5639 19.5103 14.3101 0.002
H 13.8662 15.0470 11.7006 0.082
C 9.8157 16.1554 16.8267 0.009
C 14.0071 17.2359 8.1307 0.037
H 15.8729 16.2706 11.6043 0.115
C 20.7646 14.2391 13.9991 -0.042
H 10.2235 13.9723 6.6701 0.048
O 10.0234 11.7642 16.4946 -0.026
O 7.6345 16.4425 15.9045 -0.030
C 12.4117 10.4365 12.6753 -0.429
O 12.3918 20.7936 12.9307 0.094
C 18.7115 9.9716 11.1835 -0.058
H 14.8488 13.8622 10.7809 0.100
H 14.4904 13.5174 15.0673 0.088
O 16.5080 12.3554 9.8947 0.031
H 15.6492 15.4198 15.0711 0.034
C 13.4354 20.5609 13.4877 -0.522
H 19.0686 14.4291 10.5673 0.119
H 13.9532 15.3894 16.9804 0.099
H 18.9658 13.4237 13.1784 0.097
H 12.5894 10.2115 10.4927 0.074
O 18.3551 14.3392 14.9568 0.005
H 13.4081 18.0769 7.8917 0.075
O 13.3895 16.7208 10.3410 0.085
H 6.1116 17.7375 15.4469 0.113
O 15.6556 15.2775 18.2160 -0.042
H 14.2325 17.4285 19.2823 0.081
H 13.4907 16.3538 7.7416 0.073
H 18.0067 10.9953 12.9054 0.105
H 7.7263 13.7792 16.1042 0.071
H 16.7081 10.7385 11.6036 0.123
H 17.3597 14.8751 10.9179 0.063
H 10.5987 11.0891 18.7421 0.049
H 10.6240 16.1293 11.0141 0.089
C 16.4690 9.9735 16.6970 -0.470
H 9.0791 14.7621 7.7662 0.098
H 13.2500 16.7281 14.0125 0.075
H 12.0188 16.7914 15.2849 0.034
C 13.2014 10.2406 11.4047 -0.022
H 13.0549 13.1632 14.0789 0.064
O 15.9857 13.3835 13.1035 0.076
H 13.2630 17.4870 17.8073 0.070
H 10.5903 15.7320 16.1693 0.060
H 17.9152 14.7451 9.3241 0.067
C 9.5922 12.8454 15.7732 -0.531
C 15.7208 17.3620 11.3380 -0.175
H 17.9287 14.0951 17.5628 0.113
O 10.3186 13.6057 15.2082 0.090
H 13.7101 15.1948 18.7614 0.123
H 10.4338 10.1571 12.0867 0.072
O 17.1113 10.4462 17.5871 0.054
H 15.1220 21.6866 14.2699 0.107
H 11.3080 18.7507 10.7740 0.069
O 8.4163 17.6264 11.2612 0.054
C 16.9558 18.1875 11.5148 -0.064
C 14.2672 17.1901 18.2081 -0.068
H 12.4053 11.0274 18.7224 0.105
H 15.8255 8.0195 16.3312 0.057
C 8.8834 17.0137 16.0237 -0.469
H 9.8342 16.0176 12.6799 0.086
H 10.8946 13.7762 9.1753 0.110
H 11.7848 18.6952 13.5357 0.095
H 10.2489 15.6852 6.8068 0.063
H 13.2989 13.3515 11.5570 0.083
C 9.5856 17.8036 11.5012 -0.514
H 13.8299 11.1113 11.1786 0.071
H 11.3423 9.7864 17.9885 0.088
H 13.8651 9.3875 11.5632 0.088
C 17.7701 10.9661 11.8127 -0.184
H 9.2400 15.3556 17.3726 0.100
C 11.3912 11.7046 16.9009 -0.238
C 17.6572 15.2291 14.3171 -0.581
H 14.3643 12.6512 6.8478 0.097
H 6.5692 15.5294 13.4176 0.057
H 7.6041 12.0849 16.4071 0.097
C 15.4410 8.8388 16.8784 -0.009
H 16.4278 9.7586 14.5716 0.047
H 15.9114 11.3020 15.1424 0.100
H 7.3081 17.6222 14.1618 0.107
H 10.9455 11.7387 11.6681 0.095
H 11.3738 16.9057 12.3622 0.063
H 14.9857 17.3127 7.5601 0.112
H 7.7435 12.6225 14.7552 0.080
H 16.8989 15.7598 16.1663 0.080
H 13.5927 17.4707 15.6114 0.054
H 14.3884 9.0859 16.5889 0.091
C 10.3690 16.6445 11.9709 -0.014
H 18.4149 8.9418 11.2990 0.075
O 12.4001 13.9032 7.7904 -0.022
H 12.0164 11.2399 16.1398 0.104
H 11.7772 19.2298 15.1972 0.137
H 21.2304 14.4435 14.9562 0.074
H 14.4525 22.2073 12.7633 0.076
H 17.5025 18.0311 12.4396 0.065
C 14.2807 15.6772 17.9748 -0.209
H 17.6668 11.0205 15.1220 0.082
H 16.4731 16.9877 14.8051 0.118
C 12.4207 18.7351 14.4499 -0.234
H 14.8445 17.6722 11.8931 0.108
H 19.6319 10.0910 11.6024 0.041
H 11.3719 15.5092 8.8909 0.095
C 8.0905 12.8202 15.7423 0.033
C 17.5230 12.8883 10.3741 -0.511
H 15.4178 8.5233 17.9525 0.092
H 5.3289 15.4209 14.7194 0.058
H 5.2024 16.5468 13.4215 0.111
H 17.7131 17.9584 10.7596 0.088
H 16.7110 19.2442 11.3995 0.069
O 12.9999 10.3644 13.7862 0.006
H 9.8327 19.7149 10.4441 0.088
C 10.3481 19.0701 11.1567 -0.003
H 21.3102 13.4462 13.5101 0.076
O 15.4087 17.5342 9.9072 0.030
H 10.2934 16.7318 17.6250 0.089
C 17.2671 13.5319 18.3393 0.033
H 14.6385 12.2504 8.6733 0.086
C 11.4334 10.8886 18.1473 -0.078
O 18.2132 12.2744 11.3217 -0.047
C 16.5781 15.9107 15.1280 0.058
C 17.9936 14.2885 10.2600 0.037
C 14.8130 13.7106 12.9901 -0.470
C 12.8195 17.3180 14.8610 -0.040
H 18.6504 10.0966 10.0654 0.108
```

Its SMILES is CCOC(C)=O.CCOC(C)=O.CCOC(C)=O.CCOC(C)=O.CCOC(C)=O.CCOC(C)=O.CCOC(C)=O.CCOC(C)=O.CC(C)=O.CC(C)=O.CC(C)=O.CC(C)=O. As for the electronic energy: -3234.1360 Ha. The lowest unoccupied orbital energy comes out at 0.0224 Eh. As for the HOMO energy: -9.17 eV. As for the gap between HOMO and LUMO: 9.783 eV. As for the molar mass: 937.17 g/mol. Its relative energy (zero: lowest compared OMol25 entry of this formula, charge and spin) is 0.000 eV.



4.
ORCA calculation (the ωB97M-V functional and the def2-TZVPD basis) on a structure of composition C35H30N3NiO2PS at a distorted geometry.

Structure (XYZ):
```
73
Properties=species:S:1:pos:R:3:lowdin_charge:R:1
H 1.1733 0.5330 5.4739 0.110
C -2.5482 -0.2033 2.9380 -0.268
C -1.9160 1.7031 0.0826 -0.327
H -4.0660 1.6192 0.0617 0.111
C 3.5638 -0.3383 3.2526 -0.008
H 1.5352 -0.6041 -2.4786 0.082
H -0.0439 0.8439 3.3284 0.108
C -0.7752 2.4999 -0.0087 -0.297
N 1.5238 0.2487 2.1534 0.122
C 0.9809 0.5000 3.3354 -0.084
C -1.8538 -0.7524 1.8467 -0.301
C 3.4137 -0.2646 0.7704 -0.035
C 2.5804 -0.3852 -2.6451 0.008
H -0.9673 -3.7537 3.1956 0.108
H -1.6278 1.1172 -2.8303 0.091
H -3.8818 -1.6928 0.7348 0.102
C -3.1834 1.1654 2.9602 -0.041
P -1.5064 -0.0468 0.1809 1.129
Ni 0.7248 -0.0676 -0.0174 0.154
C -2.2017 4.4404 0.2177 -0.076
O 6.3494 -0.3394 -5.6775 0.120
C -1.2943 -2.0293 1.9720 -0.106
N 2.7468 -0.0037 -0.2688 0.061
C -2.6355 -0.7095 -2.2748 -0.255
C 0.5175 1.8461 -0.3852 -0.176
H 4.5930 -0.6621 3.1659 0.117
C 1.6696 0.3276 4.5352 -0.035
H -1.4219 -0.2127 -3.9751 0.084
H -2.3094 5.5150 0.3020 0.102
H -3.1739 -0.5377 4.9519 0.107
H 5.3440 0.5357 -0.9132 0.112
C -2.6470 -0.9630 4.1052 -0.058
C -4.7086 -1.9380 -2.5281 -0.076
H 1.3848 2.4470 -0.1037 0.061
C -0.9382 3.8847 0.1256 -0.040
C 4.4875 -0.2139 -4.1007 -0.127
H -3.5554 -1.1466 -4.1519 0.112
C -3.1933 2.2636 0.0834 -0.106
C -3.3421 3.6345 0.1514 -0.085
H -0.5431 -0.2135 -2.4423 0.031
C 1.4190 -2.9860 -0.6364 -0.951
H -4.0789 1.1982 2.3386 0.079
H -0.7362 -2.4463 1.1414 0.074
H -2.5211 1.9521 2.5974 0.073
N 0.9018 -1.9718 -0.3670 -0.011
H -3.4812 1.4153 3.9782 0.078
H 4.4582 -0.5775 0.7195 0.134
C -4.8008 -2.0956 -1.1548 -0.079
H 0.5172 1.7772 -1.4826 0.064
C -1.4939 0.0350 -2.9165 -0.046
C 4.7236 0.2158 -1.7405 -0.010
C 5.2743 0.1369 -3.0115 -0.017
H -2.1945 -2.7855 5.1378 0.104
C 2.9744 -0.1141 4.4952 -0.048
C -3.6329 -1.2543 -3.0762 -0.043
C 3.3802 -0.0655 -1.5602 -0.214
H -4.3284 4.0789 0.1715 0.102
H 6.7945 -0.3622 -4.8239 0.088
C 5.0083 -0.3103 -5.5127 -0.472
O 4.2873 -0.4106 -6.4612 0.129
H 2.5307 -0.7289 -4.7666 0.128
H 6.3222 0.3927 -3.1198 0.113
C -2.7397 -0.8635 -0.8831 -0.272
S 2.1759 -4.3776 -1.0330 0.463
C -1.4131 -2.7693 3.1366 -0.069
C -3.8145 -1.5596 -0.3380 -0.075
H -5.4688 -2.3544 -3.1771 0.104
C 2.7984 -0.1341 2.1266 -0.234
H 3.5348 -0.2733 5.4069 0.112
H -0.0627 4.5241 0.1010 0.110
H -5.6296 -2.6368 -0.7174 0.103
C -2.0952 -2.2292 4.2141 -0.077
C 3.1363 -0.4662 -3.9102 0.022
```

As for the electronic energy: -3914.3764 Ha. The lowest unoccupied orbital energy (spin up / spin down) comes out at -0.0327 / -0.0328 Eh. As for the HOMO energy (spin up / spin down): -7.47 / -7.44 eV. As for the gap between HOMO and LUMO (spin up / spin down): 6.578 / 6.549 eV. As for the molar mass: 646.38 g/mol. Its relative energy (zero: lowest compared OMol25 entry of this formula, charge and spin) is 0.100 eV.



Number 2 is which compound?
C5H12N2